{"formula": "C34H36N6O6SeV", "method": "ωB97M-V/def2-TZVPD", "orbital_gap_ev": [5.593, 5.871], "total_energy_ev": -148102.93158, "e_lumo_ev": [-0.635, -0.751], "total_charge": 0, "spin_multiplicity": 4, "de_lowest_kcal_mol": 0.0, "symbols": ["V", "O", "C", "C", "C", "C", "N", "C", "C", "C", "C", "C", "C", "O", "C", "C", "N", "H", "H", "H", "H", "H", "H", "H", "H", "H", "H", "H", "H", "O", "N", "O", "O", "C", "C", "C", "C", "C", "C", "Se", "C", "C", "C", "H", "H", "H", "H", "H", "H", "H", "H", "H", "H", "H", "C", "C", "C", "C", "C", "N", "C", "O", "N", "C", "C", "C", "C", "N", "C", "C", "C", "H", "H", "H", "H", "H", "H", "H", "H", "H", "H", "H", "H", "H"], "coordinates": [[0.0635, 0.6923, 0.6280], [-1.3523, -2.6130, 6.6427], [-2.3981, -2.2851, 5.7498], [-1.8332, -1.5716, 4.5540], [-2.6572, -1.2508, 3.4805], [-2.1182, -0.5873, 2.3990], [-0.8316, -0.2386, 2.3366], [-0.0343, -0.5243, 3.3741], [-0.5019, -1.1981, 4.4948], [1.3586, -0.0238, 3.2513], [2.2828, -0.0970, 4.2850], [3.5383, 0.4633, 4.1175], [4.5562, 0.4385, 5.2321], [4.3109, -0.5577, 6.2032], [3.8218, 1.0941, 2.9116], [2.8509, 1.1324, 1.9322], [1.6505, 0.5699, 2.0854], [-1.7309, -2.9814, 7.4453], [-3.1352, -1.6299, 6.2276], [-2.9239, -3.1840, 5.4089], [-3.7087, -1.5083, 3.4840], [-2.7262, -0.3065, 1.5471], [0.1485, -1.4322, 5.3227], [2.0355, -0.5642, 5.2265], [4.5171, 1.3917, 5.7627], [5.5605, 0.3487, 4.8064], [4.5196, -1.4188, 5.8271], [4.7819, 1.5619, 2.7359], [3.0167, 1.6386, 0.9889], [-0.9223, 1.4655, -2.9082], [-0.5821, 1.1854, -1.7900], [-1.3968, 0.7181, -0.9232], [0.6110, 1.3220, -1.3763], [-2.7450, 5.5145, -3.6873], [-2.1562, 4.9484, -2.4231], [-0.8031, 5.0533, -2.1465], [-0.2417, 4.5189, -0.9887], [1.2404, 4.6446, -0.7736], [-1.0641, 3.8574, -0.0687], [-0.3071, 3.0828, 1.5239], [-2.4392, 3.7483, -0.3294], [-3.3633, 3.0364, 0.6169], [-2.9577, 4.2925, -1.4977], [-1.9758, 5.9783, -4.3049], [-3.5017, 6.2708, -3.4686], [-3.2253, 4.7331, -4.2798], [-0.1544, 5.5573, -2.8562], [1.6907, 5.2548, -1.5576], [1.7085, 3.6575, -0.7864], [1.4628, 5.0868, 0.1981], [-3.2735, 3.4332, 1.6288], [-3.1047, 1.9762, 0.6705], [-4.3979, 3.1264, 0.2832], [-4.0214, 4.1931, -1.6931], [1.4166, 0.0450, -5.2171], [0.8970, -1.3063, -4.8126], [1.6958, -2.4427, -4.8604], [1.2216, -3.6735, -4.4267], [-0.0760, -3.7889, -3.9543], [-0.5345, -5.0434, -3.4534], [-1.3491, -5.2238, -2.3612], [-2.1228, -6.1569, -2.2770], [-1.2708, -4.2791, -1.3444], [-0.1808, -3.4674, -0.9810], [1.1372, -3.8931, -1.0789], [2.1460, -3.0244, -0.7039], [1.8134, -1.7744, -0.2176], [0.5484, -1.3652, -0.0996], [-0.4224, -2.1897, -0.4910], [-0.9046, -2.6736, -3.9519], [-0.4167, -1.4468, -4.3644], [2.4482, -0.0146, -5.5633], [1.3690, 0.7388, -4.3762], [0.8111, 0.4721, -6.0180], [2.7145, -2.3635, -5.2217], [1.8665, -4.5445, -4.4323], [-0.6209, -5.8042, -4.1098], [-2.0237, -4.3757, -0.6826], [1.3592, -4.8827, -1.4537], [3.1846, -3.3135, -0.7834], [2.5777, -1.0697, 0.0838], [-1.4358, -1.8097, -0.4310], [-1.9274, -2.7642, -3.6068], [-1.0627, -0.5792, -4.3323]], "forces_ev_per_angstrom": [[0.0, -0.1, 0.0], [0.0, 0.0, 0.0], [0.0, 0.0, 0.0], [0.0, 0.0, 0.0], [0.0, 0.0, 0.0], [0.0, 0.0, 0.0], [0.0, 0.0, 0.0], [0.0, 0.0, 0.0], [0.0, 0.0, 0.0], [0.0, 0.0, 0.0], [0.0, 0.0, 0.0], [0.0, 0.0, 0.0], [0.0, 0.0, 0.0], [0.0, 0.0, 0.0], [0.0, 0.0, 0.0], [0.0, 0.0, 0.0], [0.0, 0.0, 0.0], [0.0, 0.0, 0.0], [0.0, 0.0, 0.0], [0.0, 0.0, 0.0], [0.0, 0.0, 0.0], [0.0, 0.0, 0.0], [0.0, 0.0, 0.0], [0.0, 0.0, 0.0], [0.0, 0.0, 0.0], [0.0, 0.0, 0.0], [0.0, 0.0, 0.0], [0.0, 0.0, 0.0], [0.0, 0.0, 0.0], [0.0, 0.0, 0.0], [0.0, 0.0, 0.0], [0.0, 0.0, 0.0], [0.0, 0.0, 0.0], [0.0, 0.0, 0.0], [0.0, 0.0, 0.0], [0.0, 0.0, 0.0], [0.0, 0.0, 0.0], [0.0, 0.0, 0.0], [0.0, 0.0, 0.0], [0.0, 0.0, 0.0], [0.0, 0.0, 0.0], [0.0, 0.0, 0.0], [0.0, 0.0, 0.0], [0.0, 0.0, 0.0], [0.0, 0.0, 0.0], [0.0, 0.0, 0.0], [0.0, 0.0, 0.0], [0.0, 0.0, 0.0], [0.0, 0.0, 0.0], [0.0, 0.0, 0.0], [0.0, 0.0, 0.0], [0.0, 0.0, 0.0], [0.0, 0.0, 0.0], [0.0, 0.0, 0.0], [0.0, 0.0, 0.0], [0.0, 0.0, 0.0], [0.0, 0.0, 0.0], [0.0, 0.0, 0.0], [0.0, 0.0, 0.1], [0.1, 0.0, 0.1], [-0.1, 0.0, -0.1], [0.0, 0.0, 0.0], [0.0, 0.0, -0.1], [0.0, 0.0, 0.0], [0.0, 0.0, 0.0], [0.0, 0.0, 0.0], [0.0, 0.0, 0.0], [0.0, 0.0, 0.0], [0.0, 0.0, 0.0], [0.0, 0.0, 0.0], [0.0, 0.0, 0.0], [0.0, 0.0, 0.0], [0.0, 0.0, 0.0], [0.0, 0.0, 0.0], [0.0, 0.0, 0.0], [0.0, 0.0, 0.0], [0.0, 0.0, 0.0], [0.0, 0.0, 0.0], [0.0, 0.0, 0.0], [0.0, 0.0, 0.0], [0.0, 0.0, 0.0], [0.0, 0.0, 0.0], [0.0, 0.0, 0.0], [0.0, 0.0, 0.0]]}



{"formula": "C34H37BFN7O4S6V", "method": "ωB97M-V/def2-TZVPD", "orbital_gap_ev": [6.437, 6.547], "total_energy_ev": -148578.29387, "e_lumo_ev": [-0.615, -0.506], "total_charge": 0, "spin_multiplicity": 2, "de_lowest_kcal_mol": 0.0, "symbols": ["V", "C", "C", "C", "C", "C", "C", "C", "F", "C", "C", "C", "O", "C", "C", "N", "C", "C", "O", "O", "H", "H", "H", "H", "H", "H", "H", "H", "H", "H", "H", "C", "N", "C", "C", "N", "B", "N", "C", "C", "N", "C", "C", "S", "C", "S", "H", "H", "H", "H", "H", "H", "H", "H", "H", "H", "H", "H", "S", "C", "S", "S", "C", "C", "C", "C", "C", "C", "C", "S", "C", "O", "H", "H", "H", "H", "H", "H", "H", "H", "H", "H", "N", "C", "C", "C", "N", "H", "H", "H", "H"], "coordinates": [[-0.8874, 0.0668, 1.0001], [2.8858, 3.9840, -4.3095], [3.4239, 3.9673, -2.8846], [4.9249, 3.7315, -2.7953], [5.2867, 2.3448, -3.3074], [4.4485, 1.2948, -2.6284], [4.8979, 0.0024, -2.4895], [4.1240, -0.9505, -1.8292], [4.6341, -2.1906, -1.7090], [2.8914, -0.6685, -1.3206], [2.4065, 0.6382, -1.4666], [1.1176, 0.9801, -0.8972], [0.3519, 0.0387, -0.5213], [0.8049, 2.3487, -0.7930], [1.6056, 3.2505, -1.4446], [2.7228, 2.9305, -2.1001], [3.1897, 1.6224, -2.0819], [-0.3572, 2.9019, -0.0128], [-0.5905, 4.0983, -0.0691], [-1.0210, 2.0589, 0.6994], [3.4110, 4.7356, -4.8998], [1.8226, 4.2236, -4.3137], [3.0102, 3.0139, -4.7920], [3.1863, 4.9131, -2.3967], [5.2371, 3.8328, -1.7534], [5.4380, 4.5037, -3.3691], [6.3422, 2.1371, -3.1305], [5.1366, 2.2922, -4.3893], [5.8708, -0.2829, -2.8699], [2.2965, -1.4110, -0.8064], [1.3161, 4.2944, -1.4342], [-4.8604, -1.5109, 1.3238], [-4.3707, -1.9649, 0.0386], [-5.1414, -2.1430, -1.0887], [-4.3165, -2.6356, -2.0420], [-3.0568, -2.7611, -1.5059], [-2.0072, -3.7380, -2.1883], [-0.5661, -3.1913, -2.3571], [0.5198, -3.8734, -1.8426], [1.6290, -3.4696, -2.4929], [1.2220, -2.5027, -3.3967], [2.0608, -1.8250, -4.3589], [-0.1227, -2.3380, -3.3016], [-1.0133, -1.2280, -4.2344], [-3.1006, -2.3246, -0.2455], [-1.7820, -2.2540, 0.8784], [-5.6233, -0.7505, 1.1624], [-4.0323, -1.0866, 1.8856], [-5.2889, -2.3437, 1.8819], [-6.1865, -1.8915, -1.1103], [-4.5102, -2.9230, -3.0590], [-2.4719, -3.9798, -3.2716], [-1.9274, -4.7105, -1.4791], [0.3942, -4.6043, -1.0652], [2.6600, -3.7567, -2.3889], [3.0593, -2.2533, -4.3012], [2.1028, -0.7553, -4.1478], [1.6551, -1.9571, -5.3607], [2.7253, -0.5508, 4.0143], [1.5184, -0.3315, 2.9415], [0.5549, -1.5402, 2.1808], [0.8791, 1.1448, 2.3257], [0.8387, -1.9514, 7.8109], [0.0883, -1.1101, 6.8193], [-0.7738, -1.6972, 5.8981], [-1.4075, -0.9392, 4.9271], [-1.1684, 0.4247, 4.8908], [-0.3055, 1.0371, 5.7878], [0.3037, 0.2653, 6.7598], [-1.9036, 1.4277, 3.6343], [-3.5432, 1.5992, 4.3277], [-2.2145, 0.4645, 2.4703], [0.3439, -2.9076, 7.9758], [0.9389, -1.4417, 8.7691], [1.8438, -2.1550, 7.4350], [-0.9271, -2.7691, 5.9184], [-2.0335, -1.4068, 4.1766], [-0.0868, 2.0947, 5.7036], [0.9936, 0.7286, 7.4541], [-3.9621, 0.6097, 4.5034], [-4.1426, 2.1623, 3.6146], [-3.4530, 2.1524, 5.2617], [-2.3521, 0.3831, -1.7582], [-3.3550, 1.0359, -2.3557], [-4.1690, 1.5433, -1.3655], [-3.5745, 1.1141, -0.1756], [-2.4872, 0.3902, -0.4281], [-1.7139, -0.2523, -2.2614], [-3.4124, 1.0712, -3.4302], [-5.0501, 2.1477, -1.4846], [-3.8455, 1.3260, 0.8419]], "forces_ev_per_angstrom": [[0.3, 0.1, 0.1], [0.0, 0.0, 0.0], [0.0, 0.0, 0.0], [0.0, 0.0, 0.0], [0.0, 0.0, 0.0], [0.0, 0.0, 0.0], [0.0, 0.0, 0.0], [0.0, 0.0, 0.0], [0.0, 0.0, 0.0], [0.0, 0.0, 0.0], [0.0, 0.0, 0.1], [-0.1, -0.1, 0.0], [-0.1, 0.0, 0.0], [0.0, 0.0, -0.1], [0.0, 0.0, 0.0], [0.0, 0.0, 0.0], [0.0, 0.0, 0.0], [0.0, 0.0, 0.0], [0.0, 0.0, 0.0], [0.1, 0.0, 0.1], [0.0, 0.0, 0.0], [0.0, 0.0, 0.0], [0.0, 0.0, 0.0], [0.0, 0.0, 0.0], [0.0, 0.0, 0.0], [0.0, 0.0, 0.0], [0.0, 0.0, 0.0], [0.0, 0.0, 0.0], [0.0, 0.0, 0.0], [0.0, 0.0, 0.0], [0.0, 0.0, 0.0], [0.0, 0.1, 0.0], [0.0, 0.0, -0.1], [0.0, 0.0, -0.1], [0.0, 0.0, 0.1], [0.0, 0.0, -0.1], [0.0, 0.0, 0.0], [0.0, 0.0, 0.1], [0.1, 0.0, 0.0], [0.0, 0.0, 0.1], [0.0, 0.0, 0.0], [0.0, 0.0, 0.0], [0.0, 0.2, -0.1], [0.0, 0.0, 0.1], [0.0, 0.0, 0.1], [0.0, -0.1, -0.1], [0.0, 0.0, 0.0], [0.0, 0.0, 0.0], [0.0, 0.0, 0.0], [0.0, 0.0, 0.0], [0.0, 0.0, 0.0], [0.0, 0.0, 0.0], [0.0, 0.0, 0.0], [0.0, 0.0, 0.0], [0.0, 0.0, 0.0], [0.0, 0.0, 0.0], [0.0, 0.0, 0.0], [0.0, 0.0, 0.0], [0.0, 0.0, 0.0], [0.0, 0.0, 0.1], [-0.1, 0.0, -0.1], [0.0, 0.0, 0.0], [0.0, 0.0, 0.0], [0.0, 0.0, 0.0], [0.0, 0.0, 0.0], [0.0, 0.0, 0.0], [0.0, 0.0, 0.0], [0.0, 0.0, 0.0], [0.0, 0.0, 0.0], [0.0, 0.0, -0.1], [0.0, 0.0, 0.0], [0.0, -0.1, 0.0], [0.0, 0.0, 0.0], [0.0, 0.0, 0.0], [0.0, 0.0, 0.0], [0.0, 0.0, 0.0], [0.0, 0.0, 0.0], [0.0, 0.0, 0.0], [0.0, 0.0, 0.0], [0.0, 0.0, 0.0], [0.0, 0.0, 0.0], [0.0, 0.0, 0.0], [-0.1, -0.4, -0.2], [0.0, 0.0, -0.1], [0.0, 0.0, 0.1], [0.1, 0.0, -0.1], [-0.2, 0.2, 0.1], [0.1, 0.2, 0.1], [0.0, 0.0, 0.0], [0.0, 0.0, 0.0], [0.0, 0.0, 0.1]]}